(1)
Formula: C23H18O8
Source: OMol25
Level of theory: ωB97M-V/def2-TZVPD

CARTESIAN COORDINATES (ANGSTROEM)
O -1.64 4.71 0.34
C -2.44 3.90 -0.02
O -3.61 4.27 -0.62
C -2.10 2.46 0.42
C -0.88 2.15 1.11
C -0.67 0.88 1.62
C 0.50 0.41 2.38
C 1.35 -0.41 1.44
C 2.02 -1.49 1.98
C 3.29 -1.96 1.35
C 4.59 -1.50 1.94
O 4.59 -1.09 3.07
O 5.75 -1.81 1.27
C 3.31 -1.72 -0.16
O 4.23 -2.27 -0.75
C 2.25 -0.96 -0.85
C 2.58 -0.31 -2.10
C 1.53 0.05 -2.98
C 2.16 0.68 -4.07
C 3.47 0.72 -3.68
O 3.84 0.10 -2.58
C 1.92 0.13 0.13
C -1.59 -0.17 1.26
C -2.79 0.12 0.55
C -3.62 -0.98 0.22
C -5.04 -0.97 0.28
C -5.55 -2.23 -0.04
C -4.47 -2.92 -0.26
O -3.24 -2.30 -0.06
C -3.07 1.41 0.14
O -4.02 1.66 -0.82
H -3.63 5.26 -0.65
H -0.21 2.91 1.35
H 0.16 -0.06 3.24
H 1.17 1.16 2.79
H 1.76 -1.63 3.08
H 3.29 -2.99 1.52
H 5.57 -2.16 0.38
H 1.41 -1.58 -0.95
H 0.40 -0.15 -2.79
H 1.62 0.99 -4.92
H 4.10 1.33 -4.15
H 2.78 0.76 0.20
H 1.20 0.81 -0.33
H -1.49 -1.26 1.53
H -5.64 -0.15 0.55
H -6.56 -2.52 0.13
H -4.52 -3.97 -0.53
H -4.07 2.68 -0.95

Output
- HOMO energy: -8.07 eV
- Total charge: 0
- SMILES: O=C(O)c1cc(CC2=C[C@H](C(=O)O)C(=O)[C@H](c3ccco3)C2)cc(-c2ccco2)c1O
- Kohn-Sham gap: 7.84 eV

(2)
Formula: C37H62AsN7OP3PbS2
Source: OMol25
Level of theory: ωB97M-V/def2-TZVPD

CARTESIAN COORDINATES (ANGSTROEM)
Pb 0.37 0.91 0.54
C 1.23 -1.50 3.62
P 0.07 -1.28 2.22
C -1.55 -1.12 3.09
N -2.09 -2.19 3.60
C -3.27 -2.08 4.24
C -3.91 -3.21 4.79
C -5.12 -3.06 5.41
C -5.74 -1.80 5.50
C -5.15 -0.68 4.98
C -3.91 -0.79 4.34
N -3.32 0.29 3.80
C -2.17 0.14 3.19
P -1.38 1.64 2.49
C -0.59 2.34 3.99
C -2.75 2.83 2.02
C -2.06 4.00 1.31
C -3.66 2.09 1.04
C -3.53 3.33 3.23
C 0.01 -2.90 1.28
C -1.17 -2.78 0.30
C -0.14 -4.13 2.18
C 1.32 -2.99 0.50
H 0.89 -2.30 4.28
H 1.28 -0.57 4.18
H 2.21 -1.73 3.22
H -3.42 -4.17 4.71
H -5.62 -3.93 5.83
H -6.70 -1.73 5.99
H -5.62 0.29 5.05
H -1.33 2.44 4.78
H -0.17 3.32 3.76
H 0.21 1.68 4.32
H -1.53 3.66 0.42
H -1.34 4.49 1.97
H -2.80 4.75 1.03
H -3.06 1.64 0.24
H -4.38 2.78 0.61
H -4.21 1.30 1.55
H -2.93 3.98 3.86
H -3.89 2.49 3.82
H -4.39 3.90 2.89
H -2.11 -2.77 0.84
H -1.17 -3.63 -0.38
H -1.07 -1.86 -0.29
H -1.02 -4.06 2.81
H 0.73 -4.27 2.80
H -0.25 -5.01 1.55
H 1.43 -2.16 -0.19
H 1.34 -3.92 -0.07
H 2.18 -3.00 1.17
C 1.06 -0.42 -3.51
C 0.63 -1.56 -3.46
C 0.14 -2.87 -3.43
C 1.07 -3.92 -3.39
C 0.63 -5.23 -3.54
C -0.72 -5.49 -3.74
C -1.64 -4.45 -3.75
C -1.22 -3.15 -3.60
H 2.12 -3.70 -3.27
H 1.34 -6.04 -3.54
H -1.06 -6.50 -3.89
H -2.69 -4.67 -3.90
H -1.93 -2.34 -3.64
C 5.85 -2.60 -0.72
As 5.58 -0.80 -0.02
C 6.89 0.33 -0.90
C 6.14 -0.92 1.83
S 3.63 -0.07 -0.33
H 6.92 -2.80 -0.68
H 5.50 -2.69 -1.74
H 5.32 -3.31 -0.09
H 7.88 -0.08 -0.67
H 6.83 1.35 -0.53
H 6.75 0.33 -1.98
H 7.16 -1.30 1.83
H 5.50 -1.61 2.38
H 6.12 0.06 2.32
C 1.24 1.74 -5.46
P 2.03 0.90 -4.07
C 2.37 2.13 -2.79
C 3.60 0.14 -4.57
H 1.98 2.37 -5.95
H 0.43 2.37 -5.09
H 0.86 1.03 -6.19
H 2.94 2.94 -3.25
H 2.97 1.66 -2.00
H 1.45 2.52 -2.36
H 4.27 0.87 -5.02
H 3.40 -0.66 -5.29
H 4.05 -0.30 -3.68
O -1.34 1.18 -1.27
S -1.36 1.64 -2.71
C -2.46 3.12 -2.74
C -3.87 2.61 -3.01
C -3.72 1.49 -4.03
C -2.64 0.57 -3.48
H -2.11 3.75 -3.56
H -2.36 3.64 -1.80
H -4.51 3.41 -3.37
H -4.30 2.21 -2.08
H -3.43 1.89 -5.00
H -4.66 0.94 -4.16
H -2.17 -0.04 -4.24
H -3.01 -0.06 -2.66
N 2.43 6.10 -0.05
N 2.34 4.92 0.56
N 3.23 4.50 1.41
C 2.82 3.28 1.69
N 1.70 2.99 1.03
N 1.40 4.05 0.31
H 3.08 6.74 0.41
H 1.55 6.50 -0.36
H 3.31 2.62 2.37

Output
- HOMO energy: -15.11 eV
- Relative energy (zero: lowest compared OMol25 entry of this formula, charge and spin): 0.0 kJ/mol
- Total charge: +3
- Kohn-Sham gap: 7.89 eV

(3)
Formula: C6H18Ba2NO6
Source: OMol25
Level of theory: ωB97M-V/def2-TZVPD

CARTESIAN COORDINATES (ANGSTROEM)
Ba -1.04 -2.59 3.31
Ba -2.00 -2.71 -0.54
N -0.48 -0.78 1.05
O -0.73 0.42 0.80
O -0.38 -1.12 2.22
O -0.42 -1.59 0.15
C 1.77 0.73 -1.33
C 0.77 1.88 -1.61
O -0.08 1.99 -0.39
H 2.43 1.01 -0.52
H 2.49 0.60 -2.14
H 1.25 -0.22 -1.17
H 0.31 1.46 -2.50
H 1.38 2.75 -1.82
H 0.47 2.02 0.39
C 1.27 -2.80 -1.62
C 0.03 -3.28 -2.33
O -0.96 -2.32 -2.12
H 2.17 -2.90 -2.23
H 1.41 -3.28 -0.65
H 1.17 -1.80 -1.21
H -0.38 -4.25 -2.03
H 0.23 -3.45 -3.39
H -0.65 -1.53 -2.57
C -1.12 1.91 3.29
C -0.70 2.50 1.86
O -1.91 2.87 1.24
H -1.78 1.07 3.10
H -1.80 2.55 3.85
H -0.24 1.84 3.94
H -0.03 1.83 1.32
H -0.25 3.49 2.01
H -2.22 3.69 1.65

Output
- HOMO energy: -17.12 eV
- Relative energy (zero: lowest compared OMol25 entry of this formula, charge and spin): 899.4 kJ/mol
- Total charge: +3
- Kohn-Sham gap: 5.35 eV

(4)
Formula: C4H12O3
Source: OMol25
Level of theory: ωB97M-V/def2-TZVPD

CARTESIAN COORDINATES (ANGSTROEM)
O -0.45 3.05 1.34
C -0.07 1.78 0.83
C -1.07 0.70 1.17
C -0.45 -0.67 0.87
C -1.57 -1.68 0.51
O -2.60 -1.43 1.50
H -0.03 3.74 0.83
H 0.16 1.76 -0.26
H 0.93 1.55 1.28
H -1.29 0.87 2.23
H -1.86 0.87 0.44
H 0.18 -0.98 1.71
H 0.15 -0.76 -0.04
H -1.28 -2.71 0.72
H -1.89 -1.49 -0.53
H -3.23 -2.15 1.38
O 4.76 -0.45 -4.44
H 4.41 -1.34 -4.28
H 5.21 -0.67 -5.27

Output
- HOMO energy: -9.94 eV
- Relative energy (zero: lowest compared OMol25 entry of this formula, charge and spin): 117.3 kJ/mol
- Total charge: 0
- SMILES: OCCCCO.O
- Kohn-Sham gap: 10.79 eV

(5)
Formula: C4H13NO
Source: OMol25
Level of theory: ωB97M-V/def2-TZVPD

CARTESIAN COORDINATES (ANGSTROEM)
C -1.01 0.22 -0.57
C -0.23 -0.90 0.11
C 1.25 -0.96 -0.44
C -0.15 -0.80 1.65
N -1.22 -1.45 2.42
H -0.82 1.24 -0.24
H -2.03 0.07 -0.19
H -1.06 0.26 -1.65
H -0.69 -1.88 -0.03
H 1.88 -1.27 0.40
H 1.40 -1.84 -1.07
H 1.65 -0.06 -0.88
H 0.11 0.19 2.02
H 0.70 -1.40 1.94
H -1.53 -2.28 1.92
H -1.98 -0.83 2.67
O 1.47 4.18 -2.54
H 1.63 3.68 -3.35
H 0.64 3.83 -2.18

Output
- HOMO energy: -9.13 eV
- Relative energy (zero: lowest compared OMol25 entry of this formula, charge and spin): 87.1 kJ/mol
- Total charge: 0
- SMILES: CC(C)CN.O
- Kohn-Sham gap: 9.82 eV

(6)
Formula: C38H55F21O34S5
Source: OMol25
Level of theory: ωB97M-V/def2-TZVPD

CARTESIAN COORDINATES (ANGSTROEM)
C 8.10 -3.13 -10.34
C 7.56 -4.58 -10.65
O 7.99 -4.93 -12.03
C 9.22 -5.57 -12.19
O 10.23 -5.42 -11.52
C 9.24 -6.51 -13.48
F 9.67 -5.79 -14.47
F 10.04 -7.52 -13.20
F 7.97 -6.79 -13.75
H 8.12 -2.99 -9.26
H 7.51 -2.32 -10.76
H 9.13 -2.98 -10.65
H 6.48 -4.47 -10.52
H 8.03 -5.22 -9.91
C -7.75 2.67 -1.49
C -7.30 1.23 -1.47
O -8.43 0.41 -1.55
C -8.33 -0.98 -1.81
O -7.22 -1.56 -1.80
C -9.71 -1.66 -2.08
F -10.43 -1.03 -3.03
F -9.57 -2.96 -2.53
F -10.44 -1.63 -1.03
H -6.99 3.38 -1.18
H -8.56 2.91 -0.80
H -7.82 3.13 -2.48
H -6.71 1.06 -0.58
H -6.58 1.04 -2.27
C 7.53 7.83 9.24
C 7.12 7.46 10.69
O 5.98 6.67 10.75
C 6.11 5.36 10.68
O 7.12 4.67 10.74
C 4.74 4.62 10.65
F 4.89 3.48 11.25
F 3.74 5.37 11.11
F 4.46 4.37 9.37
H 6.72 8.38 8.75
H 7.71 6.99 8.56
H 8.32 8.58 9.24
H 6.79 8.38 11.17
H 7.90 7.11 11.37
C -5.77 -0.23 -7.96
C -5.66 -1.71 -7.77
O -6.84 -2.32 -8.32
C -7.05 -3.68 -8.40
O -6.14 -4.49 -8.09
C -8.49 -3.99 -8.92
F -8.83 -5.12 -8.39
F -9.41 -3.01 -8.62
F -8.41 -4.12 -10.28
H -5.75 0.01 -9.02
H -4.95 0.23 -7.43
H -6.67 0.10 -7.45
H -5.57 -1.77 -6.69
H -4.74 -1.96 -8.30
C 3.08 -6.30 7.98
C 1.98 -6.74 8.92
O 2.58 -7.58 9.97
C 1.83 -8.45 10.73
O 0.61 -8.58 10.56
C 2.65 -9.29 11.73
F 4.03 -9.19 11.34
F 2.37 -8.94 13.06
F 2.31 -10.56 11.61
H 2.85 -5.46 7.33
H 3.47 -7.16 7.44
H 3.82 -5.83 8.64
H 1.11 -7.23 8.49
H 1.69 -5.86 9.49
C -4.77 -2.78 6.34
C -5.98 -2.01 5.84
O -7.09 -2.96 5.84
C -7.92 -3.13 6.94
O -7.83 -2.44 7.96
C -9.14 -4.03 6.67
F -9.26 -4.51 5.46
F -9.16 -4.93 7.66
F -10.28 -3.29 6.86
H -4.43 -3.51 5.61
H -4.91 -3.13 7.36
H -3.97 -2.04 6.40
H -5.76 -1.66 4.83
H -6.10 -1.07 6.38
C 4.18 1.99 1.67
C 2.91 1.30 1.20
O 2.98 0.65 -0.06
C 1.91 0.22 -0.74
O 0.74 0.22 -0.38
C 2.42 -0.11 -2.16
F 3.47 0.74 -2.46
F 2.78 -1.43 -2.19
F 1.46 0.08 -3.08
H 3.97 2.40 2.66
H 4.40 2.80 0.96
H 4.94 1.21 1.74
H 2.15 2.08 1.16
H 2.62 0.69 2.05
O 1.09 -8.95 -6.70
S 0.78 -8.32 -8.05
O 0.25 -6.98 -8.06
O 2.03 -8.43 -9.11
C 1.80 -9.20 -10.28
C 0.28 -9.36 -10.29
O -0.02 -9.40 -8.93
H 2.21 -8.70 -11.15
H 2.42 -10.06 -10.01
H 0.01 -10.36 -10.64
H -0.26 -8.53 -10.74
O -3.64 6.32 3.85
S -2.96 7.54 4.27
O -1.59 7.47 4.74
O -3.22 8.79 3.15
C -4.47 9.52 3.33
C -5.05 9.03 4.65
O -3.98 8.34 5.34
H -4.30 10.60 3.38
H -5.05 9.34 2.43
H -5.89 8.34 4.54
H -5.35 9.93 5.18
O 0.06 7.61 -3.60
S 1.05 8.71 -3.26
O 0.51 9.96 -2.78
O 2.06 8.18 -2.10
C 3.07 7.38 -2.65
C 3.33 8.01 -4.11
O 2.28 8.94 -4.31
H 3.92 7.43 -1.97
H 2.65 6.38 -2.59
H 3.26 7.29 -4.92
H 4.33 8.45 -4.10
O -1.10 -10.23 0.57
S -1.13 -9.19 1.62
O -0.16 -9.25 2.71
O -1.04 -7.68 0.92
C -2.31 -7.33 0.39
C -3.38 -8.00 1.33
O -2.72 -8.92 2.15
H -2.36 -6.25 0.45
H -2.43 -7.70 -0.63
H -4.11 -8.58 0.75
H -3.78 -7.25 2.01
O 5.72 11.00 2.32
S 6.01 12.47 2.22
O 7.17 13.03 3.02
O 6.16 12.92 0.62
C 5.16 13.78 0.30
C 4.03 13.64 1.24
O 4.67 13.41 2.47
H 5.46 14.82 0.25
H 4.76 13.52 -0.68
H 3.29 12.84 1.17
H 3.46 14.55 1.41

Output
- HOMO energy: -11.15 eV
- Relative energy (zero: lowest compared OMol25 entry of this formula, charge and spin): 821.4 kJ/mol
- Total charge: 0
- SMILES: CCOC(=O)C(F)(F)F.CCOC(=O)C(F)(F)F.CCOC(=O)C(F)(F)F.CCOC(=O)C(F)(F)F.CCOC(=O)C(F)(F)F.CCOC(=O)C(F)(F)F.CCOC(=O)C(F)(F)F.O=S1(=O)OCCO1.O=S1(=O)OCCO1.O=S1(=O)OCCO1.O=S1(=O)OCCO1.O=S1(=O)OCCO1
- Kohn-Sham gap: 11.17 eV

> Which value of total charge does entry 4 give?

0

> Which value of Kohn-Sham gap does entry 2 give?

7.89 eV

Copy entry 4 word for word.
Formula: C4H12O3
Source: OMol25
Level of theory: ωB97M-V/def2-TZVPD

CARTESIAN COORDINATES (ANGSTROEM)
O -0.45 3.05 1.34
C -0.07 1.78 0.83
C -1.07 0.70 1.17
C -0.45 -0.67 0.87
C -1.57 -1.68 0.51
O -2.60 -1.43 1.50
H -0.03 3.74 0.83
H 0.16 1.76 -0.26
H 0.93 1.55 1.28
H -1.29 0.87 2.23
H -1.86 0.87 0.44
H 0.18 -0.98 1.71
H 0.15 -0.76 -0.04
H -1.28 -2.71 0.72
H -1.89 -1.49 -0.53
H -3.23 -2.15 1.38
O 4.76 -0.45 -4.44
H 4.41 -1.34 -4.28
H 5.21 -0.67 -5.27

Output
- HOMO energy: -9.94 eV
- Relative energy (zero: lowest compared OMol25 entry of this formula, charge and spin): 117.3 kJ/mol
- Total charge: 0
- SMILES: OCCCCO.O
- Kohn-Sham gap: 10.79 eV